{
  "formula": "C12H16AuN2O11P2SSe",
  "method": "the ωB97M-V functional and the def2-TZVPD basis",
  "max_force_ev_per_a": 1.1,
  "homo_ev": -5.25,
  "de_lowest_kcal_mol": 3.8,
  "charge": -1,
  "e_tot_ev": -136663.837,
  "elements": ["Au", "C", "C", "C", "C", "C", "C", "C", "S", "O", "O", "N", "C", "C", "O", "O", "H", "H", "H", "H", "H", "H", "H", "H", "H", "C", "C", "O", "P", "O", "O", "O", "P", "O", "O", "O", "H", "H", "H", "H", "H", "H", "H", "Se", "C", "N"],
  "xyz": [[1.11, -1.12, -0.04], [-1.94, 3.46, -3.73], [-1.24, 3.05, -2.46], [0.09, 3.41, -2.23], [0.74, 3.00, -1.08], [0.06, 2.24, -0.15], [-1.26, 1.88, -0.35], [-1.91, 2.29, -1.50], [0.95, 1.70, 1.29], [1.76, 2.80, 1.73], [-0.06, 1.20, 2.22], [1.92, 0.44, 0.91], [3.37, 0.58, 0.84], [3.98, 0.15, -0.51], [4.94, 0.83, -0.89], [3.48, -0.89, -1.02], [-1.27, 4.02, -4.38], [-2.81, 4.08, -3.51], [-2.28, 2.58, -4.28], [0.63, 3.98, -2.98], [1.78, 3.26, -0.92], [-1.78, 1.28, 0.39], [-2.94, 2.01, -1.66], [3.81, -0.09, 1.59], [3.67, 1.60, 1.02], [-2.49, -2.74, 2.52], [-1.31, -2.33, 1.65], [-1.43, -0.97, 1.25], [0.28, -2.72, 2.45], [0.30, -4.28, 2.55], [0.24, -2.24, 3.96], [1.46, -2.08, 1.78], [-1.19, -3.31, 0.08], [-2.42, -2.83, -0.80], [-1.32, -4.74, 0.47], [0.12, -2.88, -0.58], [-2.50, -2.16, 3.44], [-2.46, -3.80, 2.77], [-3.41, -2.54, 1.97], [-1.11, -0.32, 1.90], [-0.24, -4.69, 1.81], [0.89, -1.54, 4.12], [-2.23, -1.98, -1.23], [2.17, 0.68, -3.98], [1.28, 0.05, -2.64], [0.57, -0.35, -1.77]],
  "nbo_charge": [1.52, -0.63, 0.00, -0.20, -0.19, -0.28, -0.19, -0.22, 2.32, -0.94, -1.02, -0.89, -0.36, 0.75, -0.72, -0.82, 0.22, 0.21, 0.22, 0.22, 0.25, 0.24, 0.20, 0.20, 0.24, -0.64, -0.49, -0.76, 2.38, -1.00, -0.98, -1.08, 2.39, -0.98, -1.13, -1.12, 0.22, 0.23, 0.23, 0.52, 0.55, 0.53, 0.52, 0.00, 0.18, -0.69]
}

***

{
  "formula": "C12H16BrN4O3Pd",
  "method": "the ωB97M-V functional and the def2-TZVPD basis",
  "max_force_ev_per_a": 0.4,
  "homo_ev": -4.84,
  "charge": -1,
  "e_tot_ev": -98327.950,
  "elements": ["Pd", "C", "C", "C", "C", "C", "Br", "N", "C", "H", "H", "H", "H", "H", "H", "O", "N", "O", "O", "N", "C", "N", "C", "C", "C", "C", "C", "H", "H", "H", "H", "H", "H", "H", "H", "H", "H"],
  "xyz": [[-0.77, 0.16, -1.84], [3.77, -2.41, -5.16], [2.60, -1.80, -4.46], [1.31, -2.31, -4.57], [0.27, -1.72, -3.87], [0.54, -0.63, -3.04], [-2.52, 0.12, -3.56], [1.76, -0.13, -2.93], [2.75, -0.70, -3.63], [3.46, -2.98, -6.04], [4.33, -3.09, -4.51], [4.47, -1.65, -5.51], [1.11, -3.17, -5.21], [-0.74, -2.09, -3.95], [3.73, -0.25, -3.52], [1.30, -0.04, 1.71], [0.73, -0.21, 0.63], [0.14, -1.27, 0.35], [0.72, 0.73, -0.22], [-2.06, 0.85, -0.20], [-2.16, 0.96, 0.94], [-2.22, 1.08, 2.25], [-2.00, -0.11, 3.09], [-1.50, 0.35, 4.46], [-0.49, 1.47, 4.29], [-1.15, 2.73, 3.71], [-2.39, 2.38, 2.90], [-1.23, -0.71, 2.60], [-2.91, -0.70, 3.16], [-1.06, -0.51, 4.96], [-2.34, 0.67, 5.08], [0.29, 1.12, 3.61], [0.00, 1.70, 5.24], [-0.43, 3.25, 3.07], [-1.43, 3.43, 4.51], [-2.58, 3.11, 2.11], [-3.29, 2.35, 3.52]],
  "nbo_charge": [0.69, -0.62, -0.11, -0.18, -0.29, 0.15, -0.64, -0.46, 0.03, 0.20, 0.21, 0.21, 0.19, 0.23, 0.17, -0.52, 0.71, -0.52, -0.53, -0.45, 0.52, -0.48, -0.20, -0.41, -0.42, -0.41, -0.20, 0.24, 0.19, 0.22, 0.19, 0.25, 0.20, 0.22, 0.19, 0.22, 0.18]
}

***

{
  "formula": "C12H16Cl6F7N2",
  "method": "the ωB97M-V functional and the def2-TZVPD basis",
  "max_force_ev_per_a": 4.7,
  "homo_ev": -11.86,
  "charge": 1,
  "e_tot_ev": -109833.764,
  "elements": ["F", "C", "F", "F", "C", "F", "F", "C", "F", "F", "C", "C", "N", "C", "N", "H", "H", "H", "H", "Cl", "C", "C", "Cl", "H", "H", "H", "H", "Cl", "C", "C", "Cl", "H", "H", "H", "H", "Cl", "C", "C", "Cl", "H", "H", "H", "H"],
  "xyz": [[1.60, -1.94, 3.58], [0.85, -0.99, 2.99], [1.65, -0.36, 2.05], [0.46, 0.00, 3.85], [-0.42, -1.55, 2.21], [-1.20, -0.43, 1.90], [-0.07, -2.08, 0.98], [-1.33, -2.56, 3.06], [-1.19, -3.79, 2.45], [-0.97, -2.65, 4.38], [-2.82, -2.04, 2.94], [-3.76, -2.25, 1.89], [-4.86, -1.50, 2.38], [-4.58, -0.92, 3.58], [-3.29, -1.24, 3.99], [-3.63, -2.82, 0.95], [-5.73, -1.42, 1.86], [-5.26, -0.26, 4.16], [-2.82, -0.92, 4.84], [6.61, -1.22, -1.40], [5.37, -1.41, -0.14], [4.64, -0.12, 0.15], [5.68, 1.09, 0.94], [5.85, -1.80, 0.76], [4.66, -2.16, -0.50], [3.80, -0.30, 0.82], [4.24, 0.33, -0.77], [1.12, 0.95, -2.98], [0.01, 0.26, -1.77], [-1.08, -0.57, -2.40], [-2.23, 0.42, -3.33], [-0.40, 1.08, -1.18], [0.61, -0.36, -1.10], [-1.66, -1.08, -1.62], [-0.67, -1.33, -3.07], [0.20, 6.57, -4.91], [0.11, 5.03, -4.01], [0.22, 3.83, -4.92], [-1.21, 3.65, -5.97], [-0.82, 5.02, -3.45], [0.94, 5.03, -3.30], [0.29, 2.92, -4.32], [1.10, 3.89, -5.56]],
  "nbo_charge": [-0.28, 0.93, -0.31, -0.30, 0.56, -0.32, -0.28, 0.64, -0.29, -0.29, 0.09, -0.03, -0.46, 0.27, -0.47, 0.30, 0.47, 0.28, 0.49, -0.04, -0.39, -0.39, -0.05, 0.22, 0.22, 0.21, 0.22, -0.04, -0.39, -0.39, -0.04, 0.22, 0.22, 0.20, 0.23, -0.05, -0.39, -0.40, -0.06, 0.22, 0.22, 0.23, 0.22]
}

***

{
  "formula": "C12H16ClF3O8",
  "method": "the ωB97M-V functional and the def2-TZVPD basis",
  "max_force_ev_per_a": 10.2,
  "homo_ev": -10.35,
  "smiles": "C[C@@H](O)CO[C@H]1OC(=O)O[C@@H]1CC(=O)Cl.CCOC(=O)C(F)(F)F",
  "e_tot_ev": -49751.642,
  "elements": ["C", "C", "O", "C", "O", "C", "O", "C", "O", "O", "C", "C", "C", "O", "Cl", "H", "H", "H", "H", "H", "H", "H", "H", "H", "H", "H", "C", "C", "O", "C", "O", "C", "F", "F", "F", "H", "H", "H", "H", "H"],
  "xyz": [[0.03, 3.02, 1.59], [-0.70, 1.52, 1.70], [-2.06, 1.80, 2.21], [-0.68, 0.77, 0.23], [-1.97, 0.21, -0.19], [-2.27, -1.07, 0.44], [-1.22, -2.08, 0.66], [-1.90, -3.04, 1.59], [-1.27, -4.15, 2.07], [-3.32, -2.64, 1.85], [-3.29, -1.14, 1.74], [-4.83, -0.62, 1.60], [-5.16, 0.22, 0.22], [-5.25, 1.57, 0.35], [-5.41, -0.54, -1.47], [-0.12, 3.51, 0.52], [1.18, 2.92, 1.77], [-0.48, 3.78, 2.36], [-0.05, 0.94, 2.51], [-2.60, 2.19, 1.46], [-0.42, 1.64, -0.56], [0.23, 0.03, 0.19], [-2.95, -1.59, -0.40], [-2.73, -0.88, 2.76], [-5.03, 0.10, 2.53], [-5.57, -1.54, 1.77], [4.87, -0.83, -4.00], [3.82, 0.11, -3.44], [3.38, -0.33, -2.14], [4.21, -0.01, -1.09], [5.26, 0.60, -1.21], [3.61, -0.50, 0.23], [3.14, -1.78, 0.16], [2.55, 0.27, 0.63], [4.50, -0.48, 1.26], [4.50, -1.86, -4.01], [5.14, -0.54, -5.02], [5.77, -0.83, -3.39], [2.93, 0.10, -4.08], [4.18, 1.14, -3.40]],
  "nbo_charge": [-0.66, 0.06, -0.74, -0.13, -0.52, 0.35, -0.50, 0.96, -0.54, -0.52, 0.06, -0.53, 0.53, -0.52, -0.03, 0.20, 0.22, 0.24, 0.20, 0.48, 0.20, 0.22, 0.18, 0.23, 0.28, 0.28, -0.64, -0.08, -0.48, 0.68, -0.52, 0.90, -0.30, -0.32, -0.30, 0.22, 0.22, 0.22, 0.20, 0.20]
}

***

{
  "formula": "C12H16ClN4O2PTi",
  "method": "the ωB97M-V functional and the def2-TZVPD basis",
  "max_force_ev_per_a": 3.4,
  "homo_ev": -15.39,
  "charge": 2,
  "e_tot_ev": -67661.528,
  "elements": ["N", "C", "C", "C", "Cl", "C", "N", "C", "C", "C", "C", "N", "C", "C", "C", "C", "P", "N", "O", "O", "H", "H", "H", "H", "H", "H", "H", "H", "H", "H", "H", "H", "H", "H", "H", "H", "Ti"],
  "xyz": [[0.28, -2.27, 3.27], [-0.40, -2.32, 2.36], [-1.22, -2.35, 1.17], [-1.75, -0.95, 0.74], [-1.03, -0.48, -0.87], [-3.17, -1.07, 0.47], [-4.30, -1.19, 0.38], [-1.54, 0.15, 1.77], [-1.66, 1.53, 1.10], [-0.21, 1.98, 0.86], [0.02, 2.94, -0.31], [1.20, 2.45, -1.03], [1.27, 1.96, -2.27], [2.62, 1.56, -2.49], [3.32, 1.85, -1.33], [2.44, 2.40, -0.43], [-0.22, -3.21, -0.11], [0.27, -4.56, 0.41], [1.15, -2.19, -0.42], [-1.04, -3.40, -1.45], [-2.05, -3.02, 1.36], [-0.56, 0.11, 2.22], [-2.28, 0.08, 2.56], [-2.21, 1.48, 0.16], [-2.19, 2.23, 1.73], [0.31, 1.07, 0.58], [0.23, 2.32, 1.79], [0.24, 3.93, 0.07], [-0.83, 3.02, -0.97], [0.42, 1.90, -2.92], [3.01, 1.12, -3.39], [4.36, 1.67, -1.13], [2.61, 2.74, 0.58], [1.27, -4.65, 0.48], [0.98, -1.89, -1.35], [-1.88, -2.90, -1.47], [2.54, -2.02, -2.15]],
  "nbo_charge": [-0.18, 0.23, -0.70, -0.04, -0.06, 0.17, -0.16, -0.44, -0.40, -0.41, -0.22, -0.28, 0.02, -0.33, -0.32, 0.00, 2.18, -1.23, -0.99, -0.95, 0.34, 0.24, 0.28, 0.21, 0.25, 0.19, 0.24, 0.24, 0.23, 0.25, 0.23, 0.26, 0.25, 0.40, 0.37, 0.54, 1.60]
}

***

{
  "formula": "C12H16ClNO3Pt",
  "method": "the ωB97M-V functional and the def2-TZVPD basis",
  "max_force_ev_per_a": 6.0,
  "homo_ev": [-13.95, -16.97],
  "de_lowest_kcal_mol": 0.1,
  "charge": 2,
  "multiplicity": 5,
  "e_tot_ev": -36082.980,
  "elements": ["Cl", "C", "C", "C", "H", "C", "C", "H", "H", "H", "C", "Pt", "C", "C", "O", "O", "H", "H", "H", "C", "N", "C", "C", "C", "O", "H", "H", "H", "H", "H", "H", "H", "H", "H"],
  "xyz": [[-4.24, -1.06, -0.56], [1.21, -1.66, -2.60], [2.02, -0.51, -2.66], [1.24, 0.64, -2.28], [3.04, -0.45, -3.04], [-0.17, 0.18, -2.14], [-0.10, -1.28, -2.17], [-1.00, -1.89, -2.09], [1.48, -2.66, -2.93], [1.50, 1.70, -2.37], [-1.40, 1.02, -2.25], [0.67, -0.07, -0.20], [1.76, 1.00, 0.88], [-0.12, -1.40, 0.95], [2.39, 1.69, 1.57], [-0.60, -2.20, 1.63], [-1.29, 1.93, -1.65], [-2.25, 0.47, -1.83], [-1.59, 1.30, -3.30], [-3.00, 2.71, 4.37], [-2.52, 2.42, 3.03], [-3.29, 2.88, 1.90], [-1.35, 1.80, 2.75], [-0.56, 1.29, 3.93], [-0.99, 1.69, 1.56], [-3.92, 3.31, 4.26], [-2.27, 3.29, 4.95], [-3.24, 1.79, 4.92], [-2.71, 3.61, 1.31], [-3.55, 2.05, 1.24], [-4.19, 3.36, 2.28], [0.32, 0.77, 3.56], [-0.25, 2.13, 4.57], [-1.17, 0.60, 4.52]],
  "lowdin_spin": [1.00, 0.39, 0.40, 0.11, 0.01, 0.19, 0.19, 0.00, 0.01, 0.00, 0.04, 0.48, 0.08, 0.09, 0.03, 0.03, 0.01, 0.00, 0.02, 0.01, 0.06, 0.01, 0.07, 0.05, 0.70, 0.00, 0.00, 0.00, 0.00, 0.01, 0.00, 0.00, 0.00, 0.01]
}